1.
# C8H23NO5

A cluster of 3 separate species, C8H23NO5 in total at a distorted geometry (ωB97M-V/def2-TZVPD, the Open Molecules 2025 dataset).

Last column: Mulliken charge in e.
CARTESIAN COORDINATES (ANGSTROEM)
C1 -0.991 2.584 1.321  -0.77
O1 -1.423 1.710 0.290  -0.31
C2 -2.209 2.343 -0.705  -0.67
C3 -1.439 2.435 -2.038  -0.41
N1 -0.941 1.091 -2.343  -0.38
C4 0.259 1.096 -3.185  -1.02
C5 1.554 1.468 -2.516  -0.28
O2 1.888 0.408 -1.602  -0.43
C6 3.288 0.400 -1.304  -0.84
H1 -0.615 3.519 0.887  0.37
H2 -0.130 2.110 1.782  0.21
H3 -1.823 2.854 1.973  0.29
H4 -2.463 3.332 -0.320  0.48
H5 -3.077 1.727 -0.947  0.29
H6 -0.634 3.176 -1.938  0.25
H7 -2.101 2.753 -2.845  0.35
H8 -0.683 0.618 -1.482  0.30
H9 0.057 1.637 -4.114  0.43
H10 0.325 0.060 -3.539  0.36
H11 1.486 2.427 -1.996  0.26
H12 2.331 1.493 -3.283  0.45
H13 3.499 -0.633 -1.012  0.25
H14 3.443 0.997 -0.403  0.28
H15 3.944 0.626 -2.142  0.42
C7 -1.254 -4.439 2.941  -0.34
C8 -0.185 -3.387 3.298  -0.22
O3 -0.791 -2.094 3.353  -0.52
O4 -0.566 -5.709 2.887  -0.52
H16 -1.734 -4.208 1.994  0.31
H17 -1.907 -4.473 3.808  0.22
H18 0.605 -3.351 2.541  0.21
H19 0.254 -3.539 4.281  0.26
H20 -0.923 -1.721 2.476  0.29
H21 -0.134 -5.789 2.033  0.30
O5 0.888 -0.862 0.712  -0.53
H22 0.976 -0.098 1.289  0.25
H23 1.228 -0.559 -0.150  0.40

Calculated values
net charge: 0
multiplicity: 1
orbital gap: 0.353 hartree
SMILES string: COCCNCCOC.OCCO.O
ΔE to the lowest compared entry with this formula, charge and spin: 0.869 eV


2.
# C44H90O38P2

A cluster of 12 separate species, C44H90O38P2 in total at a distorted geometry (ωB97M-V/def2-TZVPD, the Open Molecules 2025 dataset).

Last column: Mulliken charge in e.
CARTESIAN COORDINATES (ANGSTROEM)
C1 -11.127 -6.240 2.310  -0.60
O1 -11.820 -5.094 2.821  0.00
C2 -11.240 -4.501 3.919  0.46
O2 -10.275 -4.911 4.625  -0.58
O3 -11.958 -3.356 4.191  -0.20
C3 -11.756 -2.804 5.471  -0.80
H1 -10.053 -6.093 2.193  0.47
H2 -11.515 -6.477 1.320  -0.09
H3 -11.333 -7.073 2.983  0.30
H4 -12.575 -2.113 5.671  0.28
H5 -10.810 -2.276 5.587  0.25
H6 -11.748 -3.460 6.341  0.38
C4 -13.445 -11.841 -1.452  -0.57
O4 -14.194 -11.842 -2.663  -0.19
C5 -14.108 -12.720 -3.573  0.69
O5 -13.403 -13.743 -3.650  -0.65
O6 -15.031 -12.367 -4.567  -0.09
C6 -15.437 -13.322 -5.535  -0.80
H7 -12.722 -11.027 -1.402  -0.06
H8 -12.969 -12.821 -1.405  0.53
H9 -14.100 -11.953 -0.588  0.25
H10 -15.965 -12.800 -6.334  0.21
H11 -16.191 -13.933 -5.039  0.33
H12 -14.659 -13.948 -5.973  0.32
C7 -22.618 -10.424 -9.492  -0.65
O7 -21.882 -9.686 -8.615  -0.30
C8 -20.562 -9.879 -8.489  0.67
O8 -19.824 -10.356 -9.421  -0.59
O9 -20.199 -9.302 -7.373  -0.25
C9 -18.908 -9.529 -6.828  -0.45
H13 -22.788 -9.917 -10.442  0.25
H14 -23.613 -10.444 -9.046  0.24
H15 -22.175 -11.418 -9.431  0.34
H16 -18.162 -8.900 -7.315  0.12
H17 -18.504 -10.533 -6.960  0.51
H18 -19.130 -9.205 -5.811  0.13
C10 -10.333 -5.465 -2.823  -0.43
O10 -9.964 -4.386 -1.986  -0.20
C11 -9.177 -3.330 -2.439  0.52
O11 -8.917 -3.141 -3.579  -0.52
O12 -9.077 -2.368 -1.436  -0.20
C12 -8.518 -1.108 -1.779  -0.15
H19 -9.640 -5.569 -3.658  0.50
H20 -11.336 -5.355 -3.237  0.31
H21 -10.166 -6.424 -2.334  -0.15
H22 -8.943 -0.658 -2.676  0.36
H23 -7.430 -1.138 -1.724  0.34
H24 -8.731 -0.412 -0.968  -0.36
C13 -18.439 -4.385 2.679  -0.36
O13 -19.239 -5.383 2.091  -0.37
C14 -18.709 -6.557 1.609  0.90
O14 -17.577 -7.021 1.799  -0.54
O15 -19.680 -7.081 0.976  -0.33
C15 -19.361 -8.206 0.126  -0.22
H25 -18.303 -4.336 3.759  0.37
H26 -18.905 -3.414 2.516  0.26
H27 -17.444 -4.308 2.241  -0.05
H28 -20.208 -8.531 -0.478  0.30
H29 -18.925 -9.057 0.650  0.34
H30 -18.571 -7.905 -0.562  -0.20
C16 -17.880 -5.358 -1.556  0.26
O16 -19.074 -5.206 -2.302  -0.28
C17 -19.044 -5.582 -3.592  0.66
O17 -18.161 -5.958 -4.276  -0.43
O18 -20.304 -5.445 -4.114  -0.40
C18 -20.529 -5.950 -5.453  -0.44
H31 -17.547 -6.323 -1.174  -0.41
H32 -17.804 -4.636 -0.743  -0.13
H33 -17.017 -5.122 -2.179  0.34
H34 -21.385 -6.625 -5.423  0.27
H35 -19.705 -6.564 -5.814  0.06
H36 -20.756 -5.188 -6.199  0.31
C19 -12.375 -9.706 -5.053  -0.55
O19 -11.919 -9.954 -6.316  -0.30
C20 -10.637 -10.325 -6.554  0.62
O20 -9.720 -10.313 -5.743  -0.57
O21 -10.449 -10.574 -7.890  -0.31
C21 -9.316 -11.271 -8.373  -0.81
H37 -12.071 -10.335 -4.216  0.32
H38 -13.442 -9.486 -5.016  0.16
H39 -11.951 -8.740 -4.779  0.39
H40 -9.083 -10.996 -9.402  0.31
H41 -9.139 -12.333 -8.200  0.32
H42 -8.433 -10.872 -7.874  0.33
C22 -16.919 -0.933 1.693  -0.71
O22 -18.168 -1.226 0.906  -0.35
C23 -17.860 -1.590 -0.322  0.95
O23 -16.784 -1.704 -0.830  -0.57
O24 -19.041 -1.569 -0.978  -0.36
C24 -19.078 -1.353 -2.402  -0.74
H43 -16.374 -1.870 1.814  0.15
H44 -17.244 -0.641 2.692  0.40
H45 -16.185 -0.213 1.332  0.38
H46 -18.852 -0.302 -2.578  0.35
H47 -20.077 -1.477 -2.819  0.28
H48 -18.249 -1.761 -2.981  0.27
C25 -12.045 -1.305 1.359  -0.26
C26 -12.841 -0.002 1.659  -0.18
O25 -12.259 0.635 2.844  -0.26
P1 -11.258 1.855 2.527  0.77
O26 -11.816 3.058 1.859  -0.77
O27 -9.900 1.152 1.833  -0.06
C27 -9.093 1.711 0.837  -0.05
C28 -8.171 2.658 1.550  -1.19
O28 -10.731 2.132 4.040  -0.39
C29 -9.964 1.222 4.736  0.38
C30 -10.256 1.295 6.162  -1.33
H49 -10.983 -1.128 1.185  0.22
H50 -12.110 -2.146 2.049  0.17
H51 -12.515 -1.692 0.455  -0.18
H52 -12.814 0.611 0.758  0.47
H53 -13.822 -0.397 1.922  -0.08
H54 -8.478 0.843 0.599  0.00
H55 -9.748 1.988 0.011  0.41
H56 -7.540 3.110 0.786  0.46
H57 -8.804 3.428 1.991  0.28
H58 -7.561 2.155 2.300  0.22
H59 -10.093 0.172 4.476  0.08
H60 -8.892 1.364 4.596  0.15
H61 -11.273 0.907 6.219  0.29
H62 -9.642 0.550 6.667  0.37
H63 -10.544 2.250 6.600  0.34
C31 -16.962 -9.397 -3.161  -1.65
C32 -15.656 -8.587 -2.936  1.33
O29 -15.364 -8.521 -1.559  -0.45
P2 -14.131 -7.602 -0.984  -0.60
O30 -13.071 -7.336 -1.971  -0.11
O31 -14.936 -6.248 -0.364  0.85
C33 -14.365 -5.137 0.233  0.93
C34 -14.211 -4.039 -0.846  0.23
O32 -13.601 -8.390 0.290  0.57
C35 -14.282 -8.552 1.495  -0.04
C36 -13.551 -9.676 2.224  -1.18
H64 -17.834 -8.844 -2.812  0.23
H65 -17.084 -9.581 -4.229  0.26
H66 -17.041 -10.235 -2.469  0.40
H67 -14.803 -9.030 -3.450  -0.50
H68 -15.784 -7.585 -3.344  0.17
H69 -15.074 -4.721 0.948  -0.08
H70 -13.425 -5.425 0.704  -0.66
H71 -15.241 -3.729 -1.024  -0.16
H72 -13.594 -3.184 -0.571  -0.28
H73 -13.633 -4.378 -1.706  0.00
H74 -14.024 -7.692 2.113  0.03
H75 -15.362 -8.597 1.353  0.37
H76 -14.094 -9.965 3.124  0.40
H77 -13.342 -10.537 1.589  0.15
H78 -12.583 -9.353 2.608  0.19
C37 -16.398 -5.793 -7.891  -1.60
C38 -15.087 -5.661 -7.144  0.67
C39 -15.096 -6.335 -5.831  0.11
O33 -13.780 -6.923 -5.826  -0.07
C40 -13.129 -6.762 -7.053  0.45
O34 -12.008 -7.142 -7.287  -0.53
O35 -13.980 -6.230 -7.854  -0.38
H79 -16.264 -5.220 -8.809  0.40
H80 -17.240 -5.378 -7.338  0.35
H81 -16.783 -6.787 -8.119  0.34
H82 -14.967 -4.578 -7.100  0.13
H83 -15.820 -7.148 -5.882  0.05
H84 -15.384 -5.546 -5.136  0.10
C41 -10.358 -9.342 -1.681  -0.83
C42 -9.080 -9.688 -0.856  0.21
C43 -8.535 -8.601 0.072  -0.14
O36 -8.824 -9.054 1.345  -0.36
C44 -9.427 -10.248 1.389  0.69
O37 -9.835 -10.770 2.479  -0.62
O38 -9.476 -10.736 0.137  -0.40
H85 -10.789 -10.215 -2.171  0.33
H86 -10.048 -8.702 -2.507  0.34
H87 -11.181 -8.868 -1.147  -0.09
H88 -8.307 -10.104 -1.502  0.49
H89 -9.081 -7.658 0.024  0.02
H90 -7.472 -8.441 -0.104  0.32

Calculated values
net charge: 0
multiplicity: 1
orbital gap: 0.390 hartree
SMILES string: CCOP(=O)(OCC)OCC.CCOP(=O)(OCC)OCC.C[C@H]1COC(=O)O1.C[C@H]1COC(=O)O1.COC(=O)OC.COC(=O)OC.COC(=O)OC.COC(=O)OC.COC(=O)OC.COC(=O)OC.COC(=O)OC.COC(=O)OC


3.
# C8H10OP2S

An isolated molecule of C8H10OP2S at a distorted geometry (ωB97M-V/def2-TZVPD, the Open Molecules 2025 dataset).

Last column: Mulliken charge in e.
CARTESIAN COORDINATES (ANGSTROEM)
C1 -0.337 -0.125 -0.284  -0.43
C2 -0.244 0.724 -1.448  -0.25
C3 0.702 -1.020 -0.140  0.30
C4 0.787 0.322 -2.250  0.63
C5 -1.176 -0.018 0.903  0.24
C6 0.605 -1.717 1.198  -0.65
C7 -0.630 -1.016 1.852  0.36
C8 -0.324 -0.242 3.216  -1.44
O1 -2.094 0.773 1.024  -0.63
P1 -1.510 2.001 -1.732  -0.10
P2 1.555 1.290 -3.623  -0.06
S1 1.762 -0.917 -1.413  -0.30
H1 0.477 -2.747 1.097  0.31
H2 1.511 -1.578 1.883  0.29
H3 -1.475 -1.751 2.045  0.37
H4 0.375 0.459 2.974  0.45
H5 -0.070 -1.139 3.901  0.32
H6 -1.259 0.198 3.355  0.42
H7 -0.734 2.364 -3.044  -0.02
H8 -0.734 3.023 -0.997  0.09
H9 0.541 0.984 -4.488  0.07
H10 2.273 0.133 -4.030  0.01

Calculated values
net charge: 0
multiplicity: 1
orbital gap: 0.336 hartree
SMILES string: C[C@@H]1Cc2sc(P)c(P)c2C1=O
ΔE to the lowest compared entry with this formula, charge and spin: 0.000 eV


4.
# C19H30N2O

An isolated molecule of C19H30N2O (ωB97M-V/def2-TZVPD, the Open Molecules 2025 dataset).

Last column: Mulliken charge in e.
CARTESIAN COORDINATES (ANGSTROEM)
C1 3.832 2.739 0.649  -1.34
C2 2.402 2.645 0.134  -0.43
H1 1.841 3.525 0.456  0.50
H2 2.408 2.655 -0.957  0.27
C3 1.610 1.430 0.648  -0.45
N1 1.980 0.101 0.181  0.81
C4 2.985 -0.558 0.996  -0.84
H3 2.588 -0.582 2.018  0.48
C5 3.293 -1.991 0.557  -0.90
C6 2.074 -2.780 0.078  -0.25
H4 1.190 -2.479 0.642  -0.05
C7 1.827 -2.605 -1.419  -0.97
C8 1.300 -1.224 -1.800  -0.49
C9 2.123 -0.049 -1.256  -0.93
H5 1.743 0.855 -1.737  0.56
H6 3.175 -0.162 -1.550  0.44
H7 0.272 -1.121 -1.449  0.08
H8 1.282 -1.149 -2.890  0.40
H9 2.761 -2.798 -1.951  0.34
H10 1.102 -3.351 -1.753  0.40
H11 2.244 -3.842 0.272  0.35
H12 3.747 -2.497 1.412  0.46
H13 4.039 -1.984 -0.240  0.37
H14 3.936 -0.004 1.027  0.09
C10 0.105 1.664 0.382  0.05
O1 -0.378 2.770 0.259  -0.70
N2 -0.582 0.504 0.375  0.46
C11 -1.972 0.309 0.238  0.02
C12 -2.618 -0.477 1.196  1.00
C13 -3.980 -0.699 1.081  -1.06
C14 -4.713 -0.154 0.037  0.67
C15 -4.046 0.606 -0.913  -1.09
C16 -2.681 0.840 -0.842  1.27
C17 -1.992 1.621 -1.915  -1.50
H15 -2.656 1.779 -2.761  0.44
H16 -1.675 2.588 -1.527  0.31
H17 -1.099 1.097 -2.256  0.15
H18 -4.604 1.020 -1.741  0.40
C18 -6.192 -0.374 -0.073  -1.53
H19 -6.454 -0.728 -1.068  0.36
H20 -6.724 0.562 0.098  0.31
H21 -6.533 -1.102 0.659  0.36
H22 -4.481 -1.302 1.825  0.31
C19 -1.838 -1.066 2.336  -1.54
H23 -2.509 -1.520 3.061  0.42
H24 -1.154 -1.838 1.978  0.23
H25 -1.251 -0.298 2.836  0.33
H26 -0.013 -0.307 0.596  -0.18
H27 1.705 1.418 1.743  0.62
H28 3.861 2.637 1.732  0.31
H29 4.255 3.707 0.387  0.42
H30 4.463 1.970 0.209  0.26

Calculated values
net charge: 0
multiplicity: 1
orbital gap: 0.327 hartree
SMILES string: CC[C@@H](C(=O)Nc1c(C)cc(C)cc1C)N1CCCCCC1
ΔE to the lowest compared entry with this formula, charge and spin: 0.000 eV


5.
# C5H13N2

A cluster of 2 separate species, C5H13N2 in total at a distorted geometry (ωB97M-V/def2-TZVPD, the Open Molecules 2025 dataset).

Last column: Mulliken charge in e.
CARTESIAN COORDINATES (ANGSTROEM)
C1 0.240 -1.284 -0.398  0.58
C2 -0.229 0.119 -0.449  -0.17
C3 -0.298 -1.983 0.864  -1.42
C4 0.475 2.766 0.719  -1.15
C5 0.477 1.399 1.264  -0.25
N1 -0.825 0.612 -1.453  -0.18
N2 -0.090 -1.942 -1.654  -0.71
H1 1.332 -1.210 -0.298  0.33
H2 0.019 -1.461 1.761  0.37
H3 0.082 -3.000 0.905  0.39
H4 -1.385 -2.018 0.842  0.39
H5 0.767 3.441 1.530  0.37
H6 -0.514 3.086 0.396  0.31
H7 1.197 2.901 -0.084  0.34
H8 -0.305 1.143 1.962  0.38
H9 1.426 0.907 1.401  0.38
H10 -0.993 -0.003 -2.259  0.29
H11 -1.114 1.582 -1.517  0.24
H12 0.660 -2.544 -1.970  0.27
H13 -0.924 -2.513 -1.562  0.23

Calculated values
net charge: +1
multiplicity: 1
orbital gap: 0.378 hartree
ΔE to the lowest compared entry with this formula, charge and spin: 3.161 eV


> orbital gap of number 3 (C8H10OP2S)?

0.336 hartree


> net charge of number 1 (C8H23NO5)?

0